1.
DFT (ωB97M-V/def2-TZVPD) results for a cluster of 13 separate species, H26O13 in total.

- Strongest force on any atom: 0.5 eV/A
- Total energy: -993.67740 a.u.
- Relative energy (zero: lowest compared OMol25 entry of this formula, charge and spin): 251.61 kJ/mol
- Frontier orbital gap: 0.3769 hartree

The geometry in XYZ format:
```
39
Properties=species:S:1:pos:R:3:forces:R:3:mulliken_charge:R:1
O 4.0437 1.1298 -1.0734 -0.1 -0.4 0.0 -0.596
H 3.3946 1.8330 -1.0538 -0.3 0.3 -0.1 0.316
H 4.8689 1.5585 -0.8464 0.2 0.0 0.0 0.296
O 2.5323 -1.9458 -2.2517 -0.1 -0.3 0.2 -0.627
H 3.1660 -1.2615 -2.0366 0.3 0.3 0.0 0.308
H 2.0184 -1.5793 -2.9714 -0.2 0.2 -0.2 0.306
O -3.1814 -4.0012 0.5800 0.0 0.0 0.2 -0.620
H -2.7288 -3.6871 -0.2027 0.2 0.2 -0.3 0.293
H -3.8831 -4.5588 0.2440 -0.2 -0.1 0.0 0.312
O 2.5648 -0.8143 1.4230 -0.3 0.3 0.2 -0.564
H 3.2157 -1.3931 1.8199 0.1 -0.2 0.2 0.268
H 2.8100 -0.7757 0.4985 0.2 0.1 -0.4 0.288
O -5.2919 -1.2130 -1.1881 -0.2 0.2 0.0 -0.623
H -5.5719 -1.7612 -1.9211 -0.1 -0.1 -0.2 0.307
H -4.3855 -1.4741 -1.0256 0.3 -0.1 0.1 0.317
O -3.8834 0.4330 3.2280 -0.3 0.1 0.0 -0.625
H -3.2239 0.4093 2.5347 0.2 0.0 -0.2 0.302
H -3.4948 -0.0668 3.9460 0.1 -0.1 0.2 0.319
O 0.2809 -0.7687 4.6163 -0.2 -0.2 0.0 -0.619
H 0.8150 -0.6546 5.4023 0.1 0.1 0.2 0.309
H 0.8403 -0.4676 3.9002 0.1 0.1 -0.3 0.304
O -1.8265 -2.4620 -2.2888 -0.2 -0.1 0.3 -0.577
H -1.7105 -3.1197 -2.9744 0.0 -0.2 -0.1 0.279
H -1.2553 -1.7397 -2.5501 0.2 0.3 -0.1 0.308
O 0.0410 0.3116 -4.0467 0.0 -0.3 0.3 -0.552
H -0.0070 1.2645 -4.1238 0.0 0.2 0.0 0.265
H 0.1314 0.0021 -4.9479 0.0 -0.1 -0.3 0.306
O 2.8617 2.3502 3.3790 -0.1 0.1 0.2 -0.620
H 2.6528 1.6273 2.7874 -0.1 -0.3 -0.2 0.314
H 3.6750 2.7168 3.0320 0.2 0.1 0.0 0.302
O 1.3794 3.3643 -1.8239 0.3 -0.1 0.1 -0.603
H 0.7576 2.6764 -1.5864 -0.3 -0.3 0.2 0.316
H 1.0811 3.6723 -2.6797 0.0 0.2 -0.2 0.284
O -0.8683 3.7605 1.6207 -0.2 0.2 0.0 -0.621
H 0.0500 4.0264 1.5729 0.2 0.1 0.1 0.311
H -0.9155 2.9643 1.0915 -0.1 -0.3 -0.1 0.298
O -0.4528 0.2476 -0.0224 0.0 0.5 -0.1 -0.544
H -0.8852 -0.5313 -0.3727 -0.2 -0.2 0.0 0.254
H 0.3852 -0.0728 0.3111 0.3 -0.2 0.3 0.310
```
Positions in Å, forces in eV/Å.

2.
DFT (ωB97M-V/def2-TZVPD) results for a cluster of 2 separate species, C9H14NO3P in total.

- Strongest force on any atom: 3.8 eV/A
- Total energy: -973.07881 a.u.
- Relative energy (zero: lowest compared OMol25 entry of this formula, charge and spin): 207.13 kJ/mol
- Frontier orbital gap (spin up / spin down): 0.2689 / 0.2324 hartree

The geometry in XYZ format:
```
28
Properties=species:S:1:pos:R:3:forces:R:3:mulliken_charge:R:1
C -3.6313 -0.6706 -1.0325 2.6 2.3 1.6 -0.402
C -3.2765 0.7247 -0.8867 1.7 -3.2 0.9 -0.875
C -2.7945 -1.6960 -0.5508 -0.3 1.9 -0.2 -0.759
C -2.1270 1.0423 -0.1621 -1.3 -2.2 -0.6 -0.459
C -1.5861 -1.3579 0.0713 -2.3 0.1 -0.6 -0.042
C -1.3705 0.0065 0.4115 0.4 -1.0 -1.0 0.707
C -0.0445 1.5971 1.5494 -1.2 1.7 2.5 -1.078
C 3.1661 0.0507 1.8582 0.0 0.7 -0.2 -0.613
C 2.0947 -0.0010 -2.2085 -1.0 -1.3 -2.8 -0.752
N -0.3544 0.2658 1.2516 2.0 -2.1 0.7 -0.354
O 1.5833 -2.3539 -0.4956 -1.1 -0.8 -0.6 -0.642
O 2.7597 -1.1500 1.2173 2.0 0.1 1.1 -0.333
O 2.2706 0.0990 -0.8567 0.0 0.1 2.2 -0.279
P 1.6978 -1.0424 0.1292 -1.5 0.5 -1.4 1.006
H -4.4901 -0.9028 -1.5390 -2.1 -0.6 -1.2 0.453
H -3.7791 1.4626 -1.4040 -1.3 1.4 -0.8 0.448
H -3.1888 -2.6829 -0.7066 0.6 -0.5 0.0 0.387
H -1.7479 1.9987 -0.0142 0.0 1.7 0.0 0.550
H -0.8986 -2.1631 0.1980 0.7 -0.1 0.8 0.353
H 0.3610 2.1057 0.7129 0.1 1.0 -1.1 0.393
H -1.1021 2.0769 1.8996 2.7 -0.5 -0.6 0.378
H 0.7485 1.7501 2.3660 -1.4 -0.6 -0.9 0.243
H 3.3374 0.9275 1.1989 0.5 -0.9 -0.1 0.289
H 4.0288 -0.2114 2.4656 -0.3 0.4 0.2 0.277
H 2.2626 0.3251 2.3366 -0.3 0.6 1.8 0.257
H 1.5962 -0.9506 -2.5400 0.5 0.5 0.6 0.319
H 3.0699 -0.0193 -2.6970 -0.1 0.5 -0.1 0.255
H 1.4148 0.7692 -2.5724 0.4 0.4 -0.1 0.275
```
Positions in Å, forces in eV/Å.

3.
DFT (ωB97M-V/def2-TZVPD) results for a structure of composition C35H52BrF3KN5O7P2.

- Strongest force on any atom: 1.3 eV/A
- Total energy: -6321.80900 a.u.
- Frontier orbital gap: 0.2304 hartree

The geometry in XYZ format:
```
106
Properties=species:S:1:pos:R:3:forces:R:3:mulliken_charge:R:1
K -0.3884 0.5644 -0.5014 -1.3 0.1 -0.2 1.574
C -2.2351 5.9996 -3.7014 -0.1 0.1 0.0 -1.502
C -1.7254 4.6187 -3.9606 0.0 -0.2 -0.1 0.823
C -2.3125 3.7738 -4.8993 0.2 0.0 0.1 -0.429
C -1.8728 2.4687 -5.0211 0.2 0.1 0.0 -0.933
C -0.8534 2.0700 -4.1719 -0.2 -0.1 0.0 0.271
Br -0.3453 0.2308 -4.1656 0.1 0.0 0.0 -0.149
N -0.2483 2.8434 -3.3068 0.1 -0.1 0.0 0.226
C -0.6771 4.0988 -3.2155 -0.1 0.1 -0.1 -0.663
H -2.5915 6.4796 -4.6125 0.0 0.0 0.0 0.416
H -1.4597 6.6294 -3.2662 0.0 0.0 0.0 0.376
H -3.0661 5.9566 -2.9946 0.0 0.0 0.0 0.264
H -3.1281 4.1255 -5.5178 0.0 0.0 0.0 0.398
H -2.3214 1.7732 -5.7128 0.0 0.0 0.0 0.436
H -0.1621 4.7251 -2.4939 0.0 0.0 0.0 0.399
C -1.7370 -0.9071 4.6225 0.0 0.0 0.0 -0.586
C -1.2023 0.1416 5.3573 0.0 0.0 -0.1 -0.838
C -0.9365 1.3367 4.7091 -0.1 -0.1 -0.1 -0.465
C -1.2260 1.4414 3.3461 0.1 -0.1 0.1 0.903
N -1.6876 0.4162 2.6320 0.0 0.1 -0.1 -0.067
C -1.9424 -0.7188 3.2620 -0.1 -0.1 0.1 -0.373
C -1.0478 2.7158 2.6065 0.0 0.3 0.0 -0.028
C -1.2261 3.9393 3.2499 0.1 -0.2 -0.1 -0.806
C -1.1193 5.1016 2.5044 0.0 0.0 -0.1 -0.856
C -0.8507 5.0022 1.1510 0.0 0.0 0.0 -0.600
C -0.6890 3.7367 0.6002 0.0 0.2 -0.1 -0.358
N -0.7727 2.6206 1.3048 0.0 0.0 0.3 0.759
H -1.9783 -1.8571 5.0788 0.0 0.0 0.0 0.442
H -0.9945 0.0344 6.4144 0.0 0.0 0.0 0.401
H -0.5111 2.1741 5.2436 0.0 0.0 0.0 0.388
H -2.3296 -1.5200 2.6418 0.0 0.0 0.0 0.410
H -1.4825 3.9781 4.2987 0.0 0.0 0.0 0.493
H -1.2651 6.0670 2.9718 0.0 0.0 0.0 0.413
H -0.7863 5.8774 0.5204 0.0 0.0 0.0 0.524
H -0.5053 3.6132 -0.4599 0.0 0.0 0.0 0.040
C 2.3179 1.6111 2.8886 0.2 0.0 0.1 -0.246
C 3.4056 2.4391 2.2258 0.1 0.1 0.0 0.103
C 2.9062 3.7769 1.7146 0.0 0.0 0.1 -0.950
O 4.0835 1.7229 1.1400 -0.1 -0.2 0.0 -0.661
P 3.3111 1.0117 -0.0429 -0.1 -0.3 0.1 -0.198
O 1.8876 1.3655 -0.1536 0.5 0.5 -0.2 0.830
C 3.4931 -0.7825 0.2565 0.2 -0.1 0.0 -0.919
P 1.9416 -1.7143 0.2122 0.1 0.0 0.3 -0.911
O 1.1213 -1.4039 -0.9644 0.3 -0.4 -0.1 -0.642
O 2.3606 -3.2506 0.3282 0.0 0.2 0.1 0.075
C 2.4649 -4.0518 -0.8841 0.0 0.0 0.0 0.790
C 1.1052 -4.6461 -1.1947 0.1 0.0 0.0 -1.245
C 3.5341 -5.0917 -0.6215 0.0 0.0 -0.1 -1.580
O 1.2575 -1.3900 1.5974 0.1 0.0 -0.4 0.604
C 1.1731 -2.1568 2.8260 0.0 0.1 0.1 1.128
C 0.2584 -3.3552 2.6562 0.0 0.1 0.1 -1.349
C 2.5471 -2.5151 3.3559 0.0 0.0 0.1 -1.311
O 4.2771 1.3241 -1.2413 0.1 0.1 0.2 -0.561
C 3.9756 1.3169 -2.6743 0.1 0.0 0.1 0.517
C 3.4277 -0.0285 -3.1000 0.1 0.0 -0.1 -0.992
C 3.0678 2.4756 -3.0112 0.0 0.0 -0.1 -0.950
H 1.9303 2.1608 3.7483 0.0 0.0 0.0 0.675
H 2.7184 0.6638 3.2521 0.0 0.0 0.0 -0.042
H 1.4902 1.4176 2.2138 0.0 0.0 -0.1 -0.275
H 4.2276 2.5934 2.9315 -0.1 0.0 -0.1 0.409
H 2.0677 3.6373 1.0325 0.0 0.0 0.0 -0.158
H 3.7081 4.3070 1.2037 0.0 0.0 0.0 0.373
H 2.5724 4.3890 2.5539 0.0 0.0 0.0 0.492
H 3.9686 -0.9513 1.2244 0.0 0.0 0.0 0.628
H 4.1667 -1.1890 -0.5014 -0.1 0.0 0.0 0.628
H 2.7698 -3.3826 -1.6949 0.0 -0.1 0.0 0.214
H 0.7807 -5.2874 -0.3744 0.0 0.0 0.1 0.274
H 1.1612 -5.2514 -2.0999 0.0 0.0 0.0 0.542
H 0.3769 -3.8509 -1.3439 0.0 0.0 0.0 0.128
H 3.2397 -5.7429 0.2013 0.0 0.0 0.0 0.300
H 4.4838 -4.6220 -0.3725 0.0 0.0 0.0 0.360
H 3.6786 -5.7088 -1.5083 0.0 0.0 0.0 0.428
H 0.7062 -1.4343 3.4993 0.0 -0.1 0.0 -0.149
H 0.7575 -4.1621 2.1246 0.0 0.0 -0.1 0.355
H -0.6350 -3.0651 2.1050 0.0 0.0 0.0 0.034
H -0.0405 -3.7249 3.6397 0.0 0.0 0.0 0.470
H 3.0675 -3.2038 2.6926 0.0 0.0 -0.1 0.173
H 2.4365 -3.0042 4.3247 0.0 0.0 0.0 0.462
H 3.1572 -1.6224 3.5043 0.0 0.0 0.0 0.280
H 4.9690 1.4736 -3.1038 -0.1 0.0 0.0 0.257
H 2.4771 -0.2449 -2.6153 -0.1 0.0 0.1 -0.018
H 4.1411 -0.8250 -2.8808 0.0 0.0 0.0 0.307
H 3.2532 -0.0214 -4.1759 0.0 0.0 0.0 0.561
H 2.0849 2.3574 -2.5642 -0.1 0.0 0.0 -0.094
H 2.9277 2.5245 -4.0924 0.0 0.0 0.0 0.461
H 3.5100 3.4145 -2.6792 0.0 0.0 0.0 0.389
F -3.5000 1.9550 -2.7774 -0.2 0.0 0.1 -0.211
C -2.8041 1.9415 -1.5528 0.3 -0.1 0.1 -0.387
F -2.8813 3.3288 -1.2006 -0.2 0.0 0.0 -0.291
F -3.7686 1.3993 -0.6896 -0.2 0.0 0.0 -0.325
N -1.8840 -1.8414 -0.0703 0.2 0.0 0.1 -0.338
C -2.6840 -2.6175 -0.3661 0.0 0.2 0.2 -0.109
N -3.6319 -3.4758 -0.6970 -0.2 -0.2 -0.3 0.255
C -4.9537 -3.3030 -0.0990 -0.2 0.0 0.0 -0.520
C -5.9655 -4.0411 -0.9652 0.0 0.1 0.1 -0.638
O -5.6007 -5.4008 -1.1209 0.0 0.0 0.0 -0.380
C -4.3552 -5.5139 -1.7801 0.1 0.0 0.0 -0.812
C -3.2485 -4.8599 -0.9620 -0.1 -0.2 0.0 -0.214
H -5.1771 -2.2372 -0.0595 0.0 0.0 0.0 0.462
H -4.9658 -3.7112 0.9212 0.0 0.0 -0.1 0.274
H -6.0327 -3.5582 -1.9486 0.0 0.0 0.0 0.327
H -6.9502 -4.0314 -0.4986 0.0 0.0 0.0 0.350
H -4.4115 -5.0407 -2.7693 0.0 0.0 0.0 0.357
H -4.1617 -6.5791 -1.9084 0.0 0.0 0.0 0.363
H -2.3060 -4.8609 -1.5097 0.0 0.0 0.0 0.265
H -3.1100 -5.4051 -0.0178 0.0 0.0 -0.1 0.280
```
Positions in Å, forces in eV/Å.

Question: Which of these has the lowest strongest force on any atom?
Answer: H26O13

Question: Look up the total energy of the first one.
Answer: -993.67740 a.u.

Question: Which of these has the lowest total energy?
Answer: C35H52BrF3KN5O7P2